Formula: C10H24BINO2P2Tc
Source: OMol25
Level of theory: ωB97M-V with the def2-TZVPD basis set

Its net charge is +3. As for the multiplicity: 4. The value obtained for the highest occupied orbital energy (spin up / spin down) is -18.3 / -18.7 eV. As for the energy above the lowest of the compared OMol25 structures with the same formula, charge and spin: 0.00 kcal/mol. The maximum force is 6.53 eV/A.

Structure (XYZ):
```
42
C10H24BINO2P2Tc, DFT ωB97M-V with the def2-TZVPD basis set
I -2.40511 3.23771 0.27308
Tc 0.62991 -0.70726 -0.01929
P -0.34251 -1.00817 2.01974
P 1.17251 0.44589 -1.90862
O -0.79432 -3.02809 -1.42686
O -5.07498 2.89905 -0.88045
N 2.20414 -1.70041 0.21959
C 3.01005 -2.56056 0.21089
C 0.20037 1.86127 -2.48385
C -4.90038 5.15578 0.02339
C -0.26522 -2.12880 -0.89029
C 0.89359 -0.81051 3.35552
C -4.44478 3.75982 -0.31870
C -0.91258 -2.73144 2.27296
C 2.88128 1.09312 -1.79587
C -1.75112 -0.01179 2.56954
C 1.26650 -0.63695 -3.38419
B 3.86495 -3.81139 0.07613
H -1.73864 -2.93683 1.58211
H 3.22675 -4.69377 0.63026
H 0.68510 2.30371 -3.36267
H 3.56386 0.26865 -1.55805
H 1.74455 -1.47372 3.15988
H -1.50130 1.05148 2.49480
H 0.11130 2.59801 -1.67894
H 0.26246 -1.01326 -3.61240
H -2.60154 -0.21081 1.91023
H -4.27077 5.90169 -0.46637
H 3.92029 -4.03257 -1.12420
H 4.96667 -3.65242 0.57164
H -4.88172 5.31732 1.10336
H 2.92234 1.83544 -0.99139
H -0.08518 -3.41838 2.05749
H 1.24227 0.22791 3.35927
H 0.43416 -1.05494 4.32011
H 1.66142 -0.06586 -4.23252
H 1.92658 -1.48505 -3.16535
H -2.00566 -0.27878 3.60251
H 3.16178 1.55707 -2.74842
H -0.80465 1.51537 -2.74413
H -1.24279 -2.85878 3.31049
H -5.92960 5.28120 -0.33043
```

Formula: C10H24BO
Source: OMol25
Level of theory: ωB97M-V with the def2-TZVPD basis set

Its net charge is -1. The value obtained for the highest occupied orbital energy is -4.6 eV. The maximum force is 1.38 eV/A.

Structure (XYZ):
```
36
C10H24BO, DFT ωB97M-V with the def2-TZVPD basis set
O 3.71322 -0.09028 0.74866
C -1.48504 -2.51368 -1.02508
C 2.04655 1.74432 0.49593
C 2.55702 0.53423 1.31973
C -1.29949 1.26901 0.40026
C 0.89556 -2.22035 -1.81715
C -0.73595 -0.17633 -1.89717
C -1.46218 0.60004 1.82018
C 1.19231 1.37142 -0.76451
C -0.57538 -1.71756 -2.02594
C -2.46091 1.38945 2.73393
B -0.13740 0.45479 -0.47328
H -2.29197 1.26345 -0.10509
H 1.21596 -2.96961 -2.56910
H 1.51587 2.46145 1.15105
H -3.50757 1.12509 2.49786
H -0.98223 2.32014 0.59326
H -1.70040 -0.47531 1.73211
H 0.19540 -0.50432 0.20108
H -1.79927 0.14249 -2.02932
H 0.84562 2.34699 -1.19975
H -1.34016 -3.60474 -1.17179
H -2.26383 2.46801 2.60391
H 2.96170 2.26557 0.12402
H 3.44341 -0.43397 -0.10362
H -0.19361 0.27383 -2.77101
H 1.83468 0.90333 -1.54457
H -1.25123 -2.21083 0.01121
H 2.89095 0.93124 2.30474
H -2.29779 1.10353 3.79838
H 0.93514 -2.73523 -0.83416
H 1.64371 -1.40883 -1.78124
H -0.45306 0.66704 2.28295
H -0.88846 -2.07990 -3.03532
H -2.54945 -2.26907 -1.21071
H 1.78829 -0.22542 1.53954
```

Formula: C10H24ClINP2STm
Source: OMol25
Level of theory: ωB97M-V with the def2-TZVPD basis set

Its net charge is +2. As for the multiplicity: 3. The value obtained for the highest occupied orbital energy (spin up / spin down) is -15.7 / -15.7 eV. The maximum force is 2.53 eV/A.

Structure (XYZ):
```
41
C10H24ClINP2STm, DFT ωB97M-V with the def2-TZVPD basis set
Tm 0.21066 0.00458 -0.36112
I -1.96707 -0.11212 -2.37972
Cl 2.60919 -0.05153 -0.71013
S -1.01499 0.30815 4.06112
P 0.04505 -2.81602 0.11956
P 0.05943 2.84472 -0.28391
N 0.25654 0.15280 1.83588
C 0.82538 -3.69723 -1.28902
C -1.01499 0.19031 2.34998
C 0.83292 3.50616 -1.81140
C 1.10710 3.69058 0.95532
C 1.10618 -3.43790 1.47195
C -1.40508 3.92710 -0.19357
C 1.25092 0.22213 2.82679
C -1.42675 -0.01750 -4.53839
C -1.39235 -3.90621 0.38225
C 0.72225 0.30946 4.08775
H -1.77923 -0.93721 -5.01093
H 2.28769 0.19950 2.48922
H 1.15600 -4.53622 1.48258
H 0.91370 4.60500 -1.77720
H -1.88953 -3.61310 1.31313
H 0.17892 3.20598 -2.64173
H -1.92178 0.15033 1.72715
H 0.17398 -3.54215 -2.15973
H -1.09091 -4.96196 0.44298
H 0.67771 3.47291 1.94113
H 2.12198 3.27652 0.90430
H 0.92450 -4.77541 -1.08323
H 1.13699 4.77935 0.78978
H 1.82535 3.05046 -1.93542
H -0.33059 0.08189 -4.58607
H -2.08218 3.65213 -1.01098
H -1.12058 4.98697 -0.28658
H -2.07938 -3.76849 -0.45899
H 2.11318 -3.02216 1.35892
H -1.94021 0.85201 -4.95259
H 1.81033 -3.24915 -1.47798
H 1.31219 0.37117 4.99191
H 0.67702 -3.07743 2.41276
H -1.90516 3.76180 0.76893
```

Formula: C10H24ClIO4S2Si
Source: OMol25
Level of theory: ωB97M-V with the def2-TZVPD basis set

Its net charge is 0. The value obtained for the highest occupied orbital energy is -8.9 eV. The maximum force is 3.17 eV/A.

Structure (XYZ):
```
43
C10H24ClIO4S2Si, DFT ωB97M-V with the def2-TZVPD basis set
I 0.69199 2.33549 -2.31858
Cl -1.88621 -2.56033 0.08071
S -0.94900 -4.59922 -4.08082
S 2.93981 4.11472 3.55814
Si -1.44498 -0.51467 0.15811
O 3.15870 4.03001 2.09233
O 0.35978 -4.28301 -4.70651
O -2.17465 2.62076 0.11086
O -1.23001 -0.16251 1.74640
C 1.12275 1.50616 0.53618
C -0.68376 -4.62722 -2.30673
C -1.20554 -6.36782 -4.26654
C -2.99338 0.35394 -0.40141
C 1.03354 0.82992 -0.81131
C -3.70407 2.91768 -0.24045
C 0.05831 -0.35198 -0.94415
C 2.07039 2.61761 4.04013
C 4.49577 3.68836 4.34797
C -2.68468 1.78967 -0.78761
H -0.30953 -0.38394 -1.96820
H 1.43551 0.78476 1.29438
H -1.58791 -4.97201 -1.80694
H 1.88736 2.27539 0.52391
H 1.07388 2.65945 3.60460
H 5.20463 4.48366 4.12947
H -3.39377 -0.12653 -1.29065
H -0.45952 -3.61461 -1.99236
H -0.38086 -0.48492 2.06479
H 0.15767 -5.28214 -2.07753
H 4.34655 3.61463 5.42508
H -3.68706 3.37002 -1.27293
H -3.71388 3.90258 0.21794
H 2.60811 1.74924 3.65858
H -3.73958 0.39699 0.37888
H 0.62650 -1.27450 -0.83051
H 2.02194 0.46961 -1.06176
H 1.99442 2.57570 5.12652
H -2.33829 1.95998 -1.80012
H 4.86148 2.74449 3.94396
H 0.18948 1.95172 0.86446
H -0.32830 -6.90092 -3.90054
H -1.34765 -6.57177 -5.32535
H -2.09598 -6.66444 -3.71237
```

Formula: C10H24IO3P2Tl
Source: OMol25
Level of theory: ωB97M-V with the def2-TZVPD basis set

Its net charge is +2. The value obtained for the highest occupied orbital energy (spin up / spin down) is -14.6 / -14.6 eV. As for the energy above the lowest of the compared OMol25 structures with the same formula, charge and spin: 15.69 kcal/mol. The maximum force is 5.19 eV/A.

Structure (XYZ):
```
41
C10H24IO3P2Tl, DFT ωB97M-V with the def2-TZVPD basis set
Tl 1.61250 -1.43955 -1.41363
I -1.05202 -1.16382 -2.28330
P -0.66106 -1.42666 1.37247
P 0.45230 1.86766 -0.97484
O 0.45408 1.48864 2.27997
O -1.60326 1.41167 1.35344
O 4.78286 -2.49207 -1.41379
C 3.39114 -3.27530 -3.29838
C 1.38942 2.20183 -2.52613
C -0.71381 -1.50005 3.22529
C -0.42012 0.82802 1.75050
C 0.90761 3.42501 -0.08394
C -2.49873 -1.49353 1.05686
C -2.29234 2.28086 2.39985
C -1.19966 2.41976 -1.58470
C -0.39159 -3.33071 1.14884
C 3.76174 -2.54855 -2.01327
H 0.34236 -1.53320 3.56607
H -1.56307 2.64128 3.15002
H -2.97138 -2.26331 1.70596
H 3.06470 -2.51144 -3.99266
H -2.86507 -0.47629 1.27532
H 1.14510 1.43050 -3.27056
H 2.46677 2.17785 -2.30363
H -3.09808 1.69283 2.90583
H -1.10084 3.39593 -2.08190
H -1.88433 2.48224 -0.72936
H 4.25486 -3.79978 -3.66818
H 0.62399 -3.56911 1.52871
H -2.73503 3.15176 1.87583
H -1.57080 1.65544 -2.27997
H -1.16956 -3.85844 1.74864
H -0.49446 -3.57843 0.06883
H 1.10705 3.19617 -2.90206
H -2.64362 -1.73265 -0.01689
H 0.95611 4.25598 -0.80109
H 1.90030 3.27431 0.37865
H 0.17749 3.64708 0.71303
H -1.25816 -2.39809 3.57044
H -1.19875 -0.57380 3.59769
H 2.59534 -3.96002 -3.03397
```

Formula: C10H25Cl11KO6P2S
Source: OMol25
Level of theory: ωB97M-V with the def2-TZVPD basis set

Its net charge is +1. The value obtained for the highest occupied orbital energy is -7.6 eV. The maximum force is 4.72 eV/A.

Structure (XYZ):
```
56
C10H25Cl11KO6P2S, DFT ωB97M-V with the def2-TZVPD basis set
K 3.00527 -0.06135 -3.57010
Cl -3.65875 -2.80520 -1.63361
Cl 9.41993 -0.06693 0.16404
Cl -1.32723 -1.85883 -3.84799
Cl 1.72862 -3.56240 -2.46344
Cl 2.15588 -2.22969 1.59969
Cl 9.37327 -2.70844 -1.04116
Cl 7.95462 -2.22147 1.44146
Cl -5.90791 0.02232 5.47018
Cl -6.68569 2.33957 3.92955
Cl -4.65376 0.55317 2.90638
Cl -4.06954 2.23781 5.16330
S -3.10222 4.68689 1.45840
P 0.40890 -0.96377 -1.43994
P -0.38361 1.05478 -1.84418
O -0.80766 1.29622 -3.27340
O 0.94349 2.07718 -1.56610
O -1.54429 1.56231 -0.74585
O -2.28710 3.68934 2.22090
O 5.86766 -1.09050 -1.47007
O -6.25879 1.17014 0.07947
C -5.33208 1.28406 4.36592
C -4.73190 4.76170 2.22184
C 9.37725 -1.80455 0.47896
C -3.66911 3.87654 -0.04933
C -1.13210 -1.87858 -2.03353
C -2.21703 -1.50272 0.28086
C 2.56738 -2.32819 -0.17082
C 3.70991 -3.35564 -0.41344
C -2.43776 -1.48781 -1.27509
C 1.22665 -2.64233 -0.97110
H -1.12554 1.76817 0.10540
H 4.28080 -3.08992 -1.32158
H 10.26466 -2.07555 1.04081
H -1.18493 -1.79706 0.57328
H -4.36547 4.53201 -0.57247
H 6.78820 -1.32910 -1.75937
H -2.42377 -0.52136 0.74247
H 3.38063 -4.40546 -0.42951
H 0.66119 -0.55116 -0.08101
H 2.87020 -1.29996 -0.50180
H 4.42881 -3.26111 0.43454
H -4.63593 5.20487 3.21234
H 0.61105 -3.24057 -0.26811
H -5.38819 5.38127 1.61008
H 0.80777 2.89742 -2.05503
H 5.83029 -0.93034 -0.49118
H 5.50932 -0.30548 -1.98718
H -5.13875 3.75842 2.31271
H -2.88546 -2.25889 0.73347
H -6.47004 1.07816 1.01889
H -0.97064 -2.94912 -1.80043
H -2.89965 -0.55276 -1.63032
H 1.48435 -0.71407 -2.37036
H -4.15762 2.92985 0.19585
H -2.80361 3.68813 -0.68327
```

Formula: C10H25ClIN2P2Sn
Source: OMol25
Level of theory: ωB97M-V with the def2-TZVPD basis set

Its net charge is +3. The value obtained for the highest occupied orbital energy (spin up / spin down) is -18.9 / -19.0 eV. As for the energy above the lowest of the compared OMol25 structures with the same formula, charge and spin: 0.00 kcal/mol. The maximum force is 2.92 eV/A.

Structure (XYZ):
```
42
C10H25ClIN2P2Sn, DFT ωB97M-V with the def2-TZVPD basis set
I 0.00906 -0.03935 2.40623
Sn -0.37388 0.85070 -2.51080
Cl -1.88080 2.73872 -2.53435
P 1.56867 1.74274 -0.68930
P -1.96970 -0.84959 -0.85641
N 1.67031 -4.18594 4.02684
N 1.73403 -2.79014 2.39145
C -2.36536 -2.16947 0.35997
C 2.90233 1.40069 0.53472
C -3.08983 0.41280 -0.12675
C 1.33439 -2.02889 1.21706
C 0.76541 3.20596 0.07272
C -3.01982 -1.39992 -2.26603
C 1.01852 -3.77606 2.92768
C 2.53580 2.57757 -2.00950
C 2.82012 -3.40302 4.20264
C 2.86140 -2.54978 3.15976
H -3.03577 1.34735 -0.69582
H 0.08326 -4.14802 2.52323
H 3.40254 1.95940 -2.29743
H -1.78145 -3.06934 0.14847
H 1.71262 -2.52791 0.30901
H 1.32871 -4.93085 4.62861
H -4.11092 0.00544 -0.15394
H -2.68791 -2.39696 -2.59337
H 2.45498 1.14667 1.51086
H 1.52743 3.99017 0.19754
H -3.43328 -2.41709 0.29791
H 3.58227 -1.81040 2.87149
H 1.90015 2.72899 -2.89239
H 1.81569 -1.04747 1.21912
H 3.47334 -3.48870 5.05433
H -0.04631 3.55393 -0.57632
H -2.93832 -0.70520 -3.11012
H -2.12927 -1.83402 1.38212
H -4.06434 -1.45994 -1.93339
H 0.36162 2.91447 1.05185
H 3.50449 0.54698 0.18264
H 2.89123 3.55263 -1.65056
H -2.77096 0.58739 0.91339
H 0.24126 -2.06325 1.11211
H 3.54172 2.29868 0.62648
```

Formula: C10H25F3N2O7SV
Source: OMol25
Level of theory: ωB97M-V with the def2-TZVPD basis set

Its net charge is 0. As for the multiplicity: 2. The value obtained for the highest occupied orbital energy (spin up / spin down) is -8.8 / -9.0 eV. As for the energy above the lowest of the compared OMol25 structures with the same formula, charge and spin: 0.00 kcal/mol. The maximum force is 2.78 eV/A.

Structure (XYZ):
```
49
C10H25F3N2O7SV, DFT ωB97M-V with the def2-TZVPD basis set
V -0.28208 -0.58591 -0.55373
S 3.00552 -0.99854 0.75418
F 5.36221 -2.00186 0.16690
F 3.85637 -3.46780 0.76120
F 3.77061 -2.57794 -1.20584
O 3.14517 -1.07526 2.16958
O -0.62843 -2.09831 -0.75461
O 1.68229 -1.38406 0.23954
O -1.96534 0.17382 -1.36979
O 0.77381 -0.55139 -2.55198
O 3.53121 0.20025 0.12101
O -1.72492 1.19519 3.58936
N -0.70833 -0.58296 1.60973
N 0.85909 1.27869 -0.45663
C -2.18486 -0.31967 1.83441
C -2.40359 -0.00231 3.29367
C 1.52435 3.09206 -1.99432
C 1.27716 -1.58803 -3.34496
C 0.79076 1.76835 -1.87114
C -2.04092 1.70886 4.87263
C 4.07830 -2.33612 0.07719
C -2.97220 -1.52157 1.37541
C -2.61613 0.21821 -2.57436
C 1.45815 0.71754 -2.73088
H -2.51926 -2.44917 1.73942
H 1.35662 3.55771 -2.97244
H -1.50486 2.64791 5.00722
H -3.38520 1.01000 -2.58565
H -3.11793 1.86315 4.97063
H 0.78756 -2.51379 -3.05574
H -3.09370 -1.56397 0.29685
H -1.93078 0.47540 -3.40451
H 2.61033 2.97091 -1.96043
H -0.25263 0.20493 2.09815
H 1.42334 0.93861 -3.79996
H -2.42976 0.55512 1.22823
H 2.35105 -1.75627 -3.20020
H -2.05194 -0.84293 3.92586
H 2.48489 0.55888 -2.37463
H -3.47148 0.05521 3.55496
H 1.10448 -1.37680 -4.40499
H -1.64741 1.06251 5.66986
H 1.85850 1.27572 -0.20492
H 0.48108 1.99426 0.16813
H 1.19551 3.80987 -1.24483
H -3.98696 -1.54354 1.78889
H -3.14693 -0.71262 -2.82846
H -0.44161 -1.30180 2.29138
H -0.26110 1.81943 -2.15937
```

Question: Number 3 is which compound?
Answer: C10H24ClINP2STm